{"formula": "C5H7N", "method": "ωB97M-V/def2-TZVPD", "elements": ["C", "C", "C", "C", "C", "N", "H", "H", "H", "H", "H", "H", "H"], "coordinates": [[-1.4532, -0.7642, 0.5742], [-0.2953, 0.0205, 1.0838], [1.4732, -0.1421, 0.2173], [1.2546, 0.8462, -0.7439], [0.2839, 0.6871, -1.7606], [-0.5818, 0.5636, -2.5272], [-2.1304, -0.3079, -0.1766], [-1.9489, -0.7450, 1.5752], [-1.3025, -1.8217, 0.3356], [-0.7007, 1.0362, 1.2607], [1.2938, -1.1796, -0.0262], [2.3600, 0.0104, 0.8444], [1.8123, 1.7840, -0.7339]], "total_energy_ev": -6783.650, "e_lumo_ev": [-0.72, -0.27], "homo_lumo_gap_ha": [0.283, 0.291]}